Below is a cluster of 2 separate species, C4H8N2 in total, with properties calculated with ωB97M-V/def2-TZVPD.

XYZ file:
```
14
Properties=species:S:1:pos:R:3:forces:R:3
C -1.5107 0.1731 -0.0140 -0.7 0.4 0.2
C 0.5606 0.6288 -1.2829 -1.3 2.8 1.1
C 0.5379 0.5883 1.2945 -2.9 2.4 -0.4
C -0.1273 0.2239 0.0248 4.0 -4.8 -1.5
N -2.6507 0.2240 -0.0544 -1.3 0.0 0.0
N 0.1429 -1.9215 -0.0727 0.5 2.8 -0.6
H 1.4246 0.1681 -1.7457 0.1 -0.6 0.8
H -0.2570 0.6294 -1.9803 0.0 0.2 -0.9
H 0.8010 1.7439 -1.0491 -0.2 -1.6 -0.8
H 0.2075 1.6851 1.4430 0.9 -1.5 0.2
H 1.5418 0.4109 1.4214 2.5 0.0 -0.6
H 0.1026 -0.0082 2.0248 -1.1 -0.7 1.8
H -0.2592 -2.2894 0.7658 -0.4 0.1 1.1
H -0.5141 -2.2566 -0.7751 -0.1 0.4 -0.3
```
Positions in Å, forces in eV/Å.

Results
gap between HOMO and LUMO (spin up / spin down): 8.968 / 8.967 eV
total charge: 0
highest occupied orbital energy (spin up / spin down): -9.210 / -9.208 eV
spin multiplicity: 1

Let us look at the Löwdin charges, expressed in e, one per atom:
1 C -0.270
2 C -0.042
3 C -0.052
4 C -0.373
5 N 0.184
6 N 0.052
7 H 0.081
8 H 0.065
9 H 0.120
10 H 0.139
11 H 0.063
12 H 0.060
13 H -0.022
14 H -0.003

---

Below is a structure of composition C28H48BrCrN3P2S, with properties calculated with ωB97M-V/def2-TZVPD.

XYZ file:
```
84
Properties=species:S:1:pos:R:3:forces:R:3
N -6.8137 0.0219 -8.4329 0.7 -0.7 0.9
C -6.8584 -1.0370 -7.6041 -0.4 -0.3 0.2
C -6.0173 -1.2266 -6.4859 -0.3 0.9 -0.8
C -5.0505 -0.2424 -6.2030 -0.6 -0.4 -1.2
C -4.9690 0.8396 -7.0850 -0.5 0.0 -0.2
C -5.8558 0.9093 -8.1637 0.3 0.9 -0.1
C -4.1832 -0.3820 -5.0607 1.3 1.7 0.7
Cr -0.2127 -0.1060 -0.8017 -0.3 -0.4 0.3
P -0.0668 3.3896 3.8035 0.2 2.3 2.7
C -3.3304 0.6136 -4.6441 -1.2 -1.0 -0.9
C -2.7739 0.6312 -3.3029 0.1 -0.1 0.4
C -2.6657 1.8881 -2.6704 -0.4 -0.6 0.6
C -2.6174 1.9597 -1.2683 0.3 0.4 -1.1
C -2.4686 0.8158 -0.5285 -0.3 -2.3 -0.1
C -2.5237 -0.5343 -1.1292 -0.3 0.7 -0.2
C -2.5960 -0.5921 -2.5648 -0.2 1.4 1.2
Br -2.0549 1.1720 1.3147 -0.1 -0.9 -0.4
H -4.3344 -1.2763 -4.4828 0.1 -0.2 0.3
H -3.3415 1.5449 -5.2389 0.3 -0.6 0.6
H -6.1764 -2.0792 -5.8433 0.1 -0.1 0.0
H -4.2687 1.6561 -6.9154 -0.2 -0.2 -0.3
H -7.6591 -1.7718 -7.8283 0.7 0.5 0.2
H -5.8013 1.7885 -8.8324 -0.1 -0.6 0.4
H -2.7576 2.8033 -3.2536 -0.1 -0.2 0.1
H -2.5830 -1.4932 -3.1805 -0.2 -0.1 0.7
H -2.7749 2.8841 -0.7183 0.5 0.1 -0.4
H -2.6687 -1.4523 -0.4597 0.6 1.3 -1.1
P 1.6139 1.2321 -1.4817 -1.1 -0.9 0.7
C -1.6902 2.6519 4.1556 -0.4 -0.5 -0.9
C -2.5578 3.4365 5.1718 0.3 -0.3 -0.1
H -1.4978 1.6336 4.5210 0.0 0.2 0.1
H -2.2078 2.5221 3.1910 -0.4 0.2 0.7
H -3.4399 2.8498 5.4539 0.2 0.0 -0.1
H -1.9759 3.6376 6.0829 -0.2 0.0 -0.3
H -2.9311 4.3792 4.7599 0.3 -0.1 0.0
C -0.1394 4.7654 2.6202 -0.1 0.0 -0.9
C 0.5811 6.0663 3.0523 -0.2 -0.3 -0.1
H -1.1991 4.9758 2.4392 0.0 0.0 0.1
H 0.2443 4.4060 1.6626 0.1 0.3 -0.3
H 0.3558 6.8947 2.3736 -0.1 -0.2 0.0
H 0.2537 6.3620 4.0518 0.1 -0.1 -0.1
H 1.6673 5.9560 3.0437 -0.1 -0.1 0.2
C 1.3499 2.3088 3.5878 0.2 -1.1 -0.2
C 2.0048 2.0027 4.9706 0.0 0.2 -0.5
H 2.0624 2.8425 2.9420 -0.2 0.0 0.2
H 1.0486 1.3966 3.0403 0.4 -0.1 0.2
H 2.9907 1.5486 4.8391 0.0 0.0 0.0
H 2.1308 2.9592 5.5080 -0.1 -0.6 -0.1
H 1.4035 1.3053 5.5715 0.0 0.4 -0.1
C 3.1871 0.6455 -0.8432 0.4 -0.3 0.4
C 4.3034 0.5858 -1.8690 0.6 -0.1 -0.2
H 3.0150 -0.3346 -0.3800 0.1 0.2 -0.2
H 3.4375 1.3212 -0.0169 0.0 0.0 -0.1
H 4.2089 -0.2835 -2.5248 -0.1 0.2 0.0
H 4.3561 1.4843 -2.4904 0.0 -0.1 0.1
H 5.2670 0.4952 -1.3606 -0.1 0.0 -0.1
C 1.3635 2.8974 -0.8555 0.3 0.5 0.3
C 0.8393 3.8848 -1.8762 -0.2 0.5 -0.2
H 2.3383 3.2038 -0.4565 -0.2 0.2 -0.1
H 0.6805 2.8313 0.0055 0.2 0.0 -0.2
H 1.4739 3.9510 -2.7643 -0.1 0.0 0.1
H -0.1732 3.6291 -2.2001 0.1 0.0 0.0
H 0.7944 4.8846 -1.4401 0.0 -0.1 0.0
C 1.4387 1.1077 -3.2691 0.3 1.3 -0.3
C 1.5856 -0.3011 -3.8106 0.1 -0.7 -0.4
H 2.1540 1.8205 -3.7033 -0.1 -0.3 -0.2
H 0.4392 1.5154 -3.4924 0.3 0.0 0.1
H 0.6446 -0.6483 -4.2483 0.1 0.0 0.1
H 2.3300 -0.3473 -4.6147 -0.1 0.0 0.3
H 1.8738 -1.0328 -3.0475 0.1 0.1 -0.2
C 2.8503 -4.8038 1.4050 0.6 -0.7 0.8
N 2.7035 -3.4778 0.7861 -1.0 0.4 -1.0
C 1.5457 -2.7769 0.7367 -0.3 0.1 0.3
S 0.9712 -2.1576 -0.8121 0.5 -0.3 0.5
N 0.8117 -2.6103 1.8365 -0.1 0.8 -0.9
C 1.2388 -2.9742 3.1723 0.1 -0.4 0.7
H 1.9489 -5.1149 1.9810 0.7 0.3 -0.7
H 3.7168 -4.7727 2.0896 -0.5 -0.1 -0.2
H 3.1010 -5.5587 0.6303 -0.5 0.5 0.4
H 3.2279 -3.3648 -0.0778 -0.1 -0.2 0.2
H 0.0148 -1.9719 1.7378 0.4 -0.8 0.1
H 0.8166 -2.2746 3.9112 0.2 -0.3 -0.4
H 0.8970 -3.9987 3.4051 0.2 0.6 0.1
H 2.3372 -2.9376 3.2106 -0.4 0.0 0.1
```
Positions in Å, forces in eV/Å.

Results
gap between HOMO and LUMO (spin up / spin down): 3.803 / 4.768 eV
total charge: +2
highest occupied orbital energy (spin up / spin down): -11.013 / -11.015 eV
spin multiplicity: 5

Let us look at the Löwdin charges, expressed in e, one per atom:
1 N 0.078
2 C -0.110
3 C 0.001
4 C -0.232
5 C -0.015
6 C -0.126
7 C -0.001
8 Cr 0.331
9 P 0.926
10 C -0.031
11 C -0.202
12 C 0.006
13 C -0.129
14 C -0.708
15 C -0.156
16 C -0.002
17 Br 0.931
18 H 0.112
19 H 0.113
20 H 0.109
21 H 0.102
22 H 0.122
23 H 0.122
24 H 0.135
25 H 0.129
26 H 0.121
27 H 0.151
28 P 0.874
29 C -0.496
30 C -0.144
31 H 0.075
32 H -0.070
33 H 0.071
34 H 0.072
35 H 0.070
36 C -0.438
37 C -0.150
38 H 0.076
39 H 0.033
40 H 0.069
41 H 0.068
42 H 0.065
43 C -0.462
44 C -0.167
45 H 0.073
46 H 0.041
47 H 0.060
48 H 0.068
49 H 0.067
50 C -0.383
51 C -0.116
52 H 0.041
53 H 0.093
54 H 0.077
55 H 0.084
56 H 0.089
57 C -0.378
58 C -0.122
59 H 0.097
60 H 0.061
61 H 0.083
62 H 0.061
63 H 0.090
64 C -0.382
65 C -0.139
66 H 0.098
67 H 0.083
68 H 0.082
69 H 0.096
70 H 0.009
71 C -0.044
72 N -0.023
73 C -0.699
74 S 0.696
75 N -0.016
76 C -0.043
77 H 0.094
78 H 0.102
79 H 0.110
80 H 0.128
81 H 0.127
82 H 0.107
83 H 0.100
84 H 0.102

---

Q: Which relative energy (zero: lowest compared OMol25 entry of this formula, charge and spin) values were calculated for the entries above? A: 316.8, 40.8, in kJ/mol.